Entry from the OMol25 dataset: C22H31As2IrN3O2S as an isolated structure (ωB97M-V with the def2-TZVPD basis set).

The geometry in XYZ format:
```
62
Properties=species:S:1:pos:R:3:lowdin_charge:R:1
Ir -0.0178 0.4908 -0.1561 0.9499
C 3.5911 1.0031 -0.3788 -0.2132
As 2.2121 -0.2310 0.1251 1.0740
C 2.6124 -1.8858 -0.7608 -0.2118
C 2.4796 -0.6300 1.9790 -0.4268
C 3.7461 -0.8753 2.5080 -0.0638
C 3.8648 -1.2899 3.8265 -0.0146
C 2.7272 -1.4692 4.6118 -0.0146
C 1.4684 -1.2154 4.0876 -0.0686
C 1.3512 -0.7832 2.7673 -0.4194
As -0.3632 -0.4545 1.9690 1.0903
C -1.2505 -2.1540 1.9968 -0.2137
C -1.3221 0.6517 3.2168 -0.2003
H 4.5247 0.4420 -0.3873 0.0583
H 3.6476 1.8291 0.3265 0.0431
H 3.4054 1.3910 -1.3794 0.0522
H 3.5997 -2.1956 -0.4196 0.0603
H 2.6234 -1.7513 -1.8409 0.0565
H 1.8702 -2.6313 -0.4885 0.0409
H 4.6389 -0.7576 1.9054 0.1183
H 4.8444 -1.4840 4.2424 0.1321
H 2.8239 -1.8084 5.6345 0.1322
H 0.5950 -1.3626 4.7125 0.1167
H -1.3939 -2.4121 3.0460 0.0624
H -0.6252 -2.8977 1.5087 0.0528
H -2.2198 -2.0992 1.5039 0.0418
H -0.9110 0.4493 4.2042 0.0522
H -2.3766 0.3812 3.1937 0.0586
H -1.2178 1.7062 2.9885 0.0200
C -1.2246 -2.9794 -2.8280 -0.1888
S -1.8116 -1.7928 -1.6533 1.0413
O -0.4282 -1.2141 -1.1389 -0.7548
C -2.5944 -0.5899 -2.6513 -0.4434
C -2.0201 -0.0881 -3.8200 -0.0655
C -2.7325 0.8302 -4.5659 -0.0339
C -3.9927 1.2510 -4.1399 -0.0255
C -4.5473 0.7599 -2.9673 -0.0412
C -3.8448 -0.1670 -2.2095 -0.0778
H -0.6396 -2.4981 -3.6069 0.0701
H -2.1117 -3.4595 -3.2449 0.0927
H -0.6310 -3.7122 -2.2847 0.0748
H -1.0393 -0.4042 -4.1513 0.1184
H -2.3171 1.2092 -5.4900 0.1260
H -4.5468 1.9627 -4.7381 0.1265
H -5.5324 1.0777 -2.6533 0.1247
H -4.2803 -0.5814 -1.3077 0.1158
C -2.2258 4.4760 -1.6871 0.0607
N -1.3459 4.0985 -0.5591 -0.0022
C -0.9616 4.9884 0.4077 0.0400
C -0.1145 4.6437 1.4027 0.0542
C 0.3964 3.3164 1.4293 -0.3334
N -0.0242 2.4475 0.4955 -0.0107
C -0.8875 2.8396 -0.4813 -0.4837
O -1.2125 1.9163 -1.2904 -0.0585
N 1.2631 2.9103 2.3506 0.2326
H -2.4149 5.5429 -1.6276 0.1106
H -3.1595 3.9230 -1.6220 0.1103
H -1.7270 4.2380 -2.6226 0.1133
H -1.3794 5.9828 0.3263 0.1605
H 0.1773 5.3649 2.1515 0.1413
H 1.6484 3.5657 3.0137 0.1494
H 1.6750 1.9892 2.3070 0.0909
```

Properties
Net charge: +3
Relative energy (zero: lowest compared OMol25 entry of this formula, charge and spin): 7.50 kcal per mole